Record 1
ORCA calculation (the ωB97M-V functional and the def2-TZVPD basis) on C22H43N5O7SiV as an isolated structure.

Computed properties:
E_HOMO (spin up / spin down): -14.85 / -14.88 eV
orbital gap (spin up / spin down): 7.648 / 8.250 eV
charge: +2
multiplicity: 2
expectation value of S²: 0.7577
energy relative to the best compared isomer or geometry (same formula, charge and spin): 0.00 kcal per mole

Last column: Löwdin spin population.
Geometry (Å):
V  -0.12145  0.22269  -0.15040  0.99
C  3.79628  -1.52472  1.68943  0.00
N  2.46752  -2.08926  1.97324  0.00
C  2.45995  -3.28519  2.81944  0.00
C  1.39118  -1.54647  1.48990  0.00
O  1.43200  -0.49060  0.77432  0.01
C  0.01498  -2.12734  1.76428  0.00
O  -0.87794  -1.27959  1.03839  0.00
C  -2.25307  -1.21328  1.43263  0.00
C  -2.71325  0.15738  0.97176  0.00
O  -1.81432  0.90425  0.44330  0.01
N  -3.92973  0.56703  1.14167  0.00
C  -4.37333  1.89542  0.68703  0.00
C  -4.95627  -0.23038  1.81768  0.00
H  4.19679  -1.08538  2.60170  0.00
H  3.72329  -0.76910  0.91661  0.00
H  4.44647  -2.33335  1.36199  0.00
H  3.03738  -3.07799  3.71840  0.00
H  2.92328  -4.11115  2.28182  0.00
H  1.45275  -3.56632  3.11091  0.00
H  -0.21910  -2.08720  2.83034  0.00
H  -0.07177  -3.15255  1.40071  0.00
H  -2.33140  -1.30957  2.51764  0.00
H  -2.81081  -2.00737  0.93449  0.00
H  -3.56716  2.43290  0.20263  0.00
H  -4.71914  2.46109  1.55074  0.00
H  -5.20127  1.75782  -0.00687  0.00
H  -4.59915  -1.22545  2.06472  0.00
H  -5.81912  -0.31883  1.16039  0.00
H  -5.25703  0.28178  2.73056  0.00
C  -2.55830  1.80423  -5.33398  0.00
C  -1.85028  1.60190  -4.00762  0.00
C  -2.78068  1.90060  -2.84379  0.00
C  -0.57347  2.41966  -3.92235  0.00
O  -1.45461  0.19702  -3.97622  0.00
Si  -1.28322  -0.96719  -2.90932  0.00
O  -0.17937  -0.37673  -1.67832  -0.05
O  -0.62523  -2.29204  -3.50569  0.00
C  0.30707  -2.49581  -4.62561  0.00
C  1.42132  -1.46563  -4.53995  0.00
C  -0.48182  -2.36657  -5.91740  0.00
C  0.84208  -3.90306  -4.44160  0.00
O  -2.53006  -1.31625  -1.91588  0.00
C  -3.69043  -2.12468  -2.32601  0.00
C  -3.35664  -3.58329  -2.06165  0.00
C  -4.84006  -1.65541  -1.45174  0.00
C  -4.00861  -1.88651  -3.79406  0.00
H  -2.87617  2.84166  -5.43730  0.00
H  -3.43812  1.16376  -5.39655  0.00
H  -1.89209  1.56187  -6.16146  0.00
H  -3.09379  2.94440  -2.87080  0.00
H  -2.28157  1.73167  -1.88530  0.00
H  -3.67383  1.27392  -2.88744  0.00
H  -0.80108  3.48562  -3.94360  0.00
H  0.08318  2.18788  -4.76038  0.00
H  -0.03729  2.20096  -2.99549  0.00
H  1.03364  -0.45258  -4.65985  0.00
H  2.14488  -1.64136  -5.33582  0.00
H  1.94446  -1.54215  -3.58471  0.00
H  -0.90559  -1.36656  -6.01536  0.00
H  -1.28751  -3.10138  -5.94488  0.00
H  0.16967  -2.54780  -6.77214  0.00
H  1.37975  -3.98978  -3.49657  0.00
H  1.52803  -4.14997  -5.25168  0.00
H  0.02650  -4.62607  -4.45071  0.00
H  -3.10331  -3.73295  -1.00884  0.00
H  -2.51459  -3.90633  -2.67211  0.00
H  -4.21702  -4.21154  -2.29395  0.00
H  -4.63601  -1.87992  -0.40240  0.00
H  -5.75903  -2.17293  -1.72604  0.00
H  -4.99955  -0.58199  -1.57138  0.00
H  -3.18541  -2.19959  -4.43988  0.00
H  -4.22726  -0.83581  -3.98691  0.00
H  -4.88286  -2.47380  -4.07469  0.00
N  0.55957  1.97049  -0.19644  0.01
C  0.07677  3.05756  -0.33242  0.02
N  -0.35617  4.19941  -0.50813  0.01
C  -1.66902  4.44366  -0.46092  0.00
N  -2.80100  4.65457  -0.42061  0.00



Record 2
ORCA calculation (the ωB97M-V functional and the def2-TZVPD basis) on a 2-piece molecular cluster, C22H44BClN4O10P overall.

Computed properties:
E_HOMO: -2.40 eV
orbital gap: 4.052 eV
charge: -1
multiplicity: 1

Last column: Mulliken charge in e.
Geometry (Å):
C  6.02826  1.27931  1.28716  -1.17
C  6.04231  -0.08592  1.97603  -0.43
C  5.82908  -1.23012  0.95502  -0.68
C  4.47619  -1.94144  1.15703  -0.71
C  3.91322  -2.47065  -0.16301  -1.09
C  3.12510  -1.39046  -0.92210  -0.64
C  1.69437  -1.27967  -0.40913  -0.93
C  1.03824  0.00904  -0.86446  -1.09
C  -0.43661  0.12851  -0.58316  2.64
C  -0.93859  -0.26695  0.83512  -2.16
C  -1.16839  -1.75949  1.09344  0.16
C  -1.25278  -2.03780  2.61932  -1.20
C  -2.70031  -2.14525  3.13018  -0.97
C  -3.36641  -0.75932  3.25954  0.25
N  -4.00138  -0.59721  4.58670  -0.79
N  -1.30292  -0.70835  -1.49848  0.21
C  -2.37087  -0.00106  -1.86332  -0.17
N  -3.27783  -0.64060  -2.57988  -0.01
Cl  -4.66269  0.12817  -3.18261  -0.09
B  -3.10453  -2.11335  -2.93929  0.53
O  -3.88595  -3.02908  -2.29555  -0.51
O  -2.20439  -2.33331  -3.87843  -0.08
C  -1.70770  -3.67362  -4.03600  -0.81
N  -2.37911  1.32665  -1.45394  0.51
P  -3.72442  1.89261  -0.60344  0.45
O  -4.51029  0.79100  -0.02590  -0.64
O  -4.52059  2.76771  -1.65177  -0.44
O  -3.26291  2.93075  0.50921  -0.47
C  -1.03990  1.53402  -0.82663  0.03
C  -0.23326  2.59517  -1.60796  -1.33
C  -0.10506  3.87395  -0.81293  -0.79
O  0.70819  3.65651  0.36275  -0.16
C  0.48390  4.55665  1.35535  0.57
C  -0.73071  4.35173  2.22525  -0.65
O  1.21653  5.48875  1.52911  -0.59
H  5.01145  1.56867  1.01682  0.18
H  6.60103  1.24213  0.36127  0.35
H  6.43361  2.05822  1.93320  0.39
H  5.26345  -0.11432  2.73834  0.35
H  7.00081  -0.24249  2.47477  0.35
H  5.79386  -0.79433  -0.04575  0.37
H  6.64967  -1.94521  0.98785  0.38
H  4.64554  -2.74896  1.87596  0.41
H  3.75676  -1.26214  1.61922  0.31
H  4.70183  -2.90076  -0.78141  0.39
H  3.19798  -3.26768  0.06714  0.42
H  3.11837  -1.66910  -1.97557  0.48
H  3.65319  -0.43518  -0.83403  0.41
H  1.16391  -2.15593  -0.79071  0.37
H  1.70772  -1.39186  0.68393  0.26
H  1.57167  0.86539  -0.44109  0.94
H  1.14353  0.03817  -1.96709  -0.18
H  -1.89371  0.22846  1.03849  -0.04
H  -0.23116  0.14778  1.56253  0.71
H  -0.36551  -2.37586  0.70609  0.24
H  -2.12658  -2.03353  0.65498  0.25
H  -0.80888  -1.19411  3.15753  0.42
H  -0.66186  -2.91036  2.89793  0.47
H  -3.25223  -2.78171  2.43927  0.29
H  -2.69293  -2.54515  4.14389  0.42
H  -4.07036  -0.56117  2.45188  0.23
H  -2.58489  0.00479  3.16832  0.02
H  -3.29724  -0.23869  5.21725  0.25
H  -4.74782  0.08244  4.52816  0.27
H  -0.67709  -0.77607  -2.40866  0.41
H  -4.62484  -2.60577  -1.84796  0.28
H  -0.87192  -3.58989  -4.72250  0.25
H  -2.49899  -4.30188  -4.44224  0.30
H  -1.37023  -4.04052  -3.06903  0.31
H  -5.36384  3.05002  -1.27555  0.36
H  -3.07909  2.43700  1.32080  0.35
H  -1.10710  1.97437  0.16787  -0.15
H  0.73008  2.24001  -1.96737  0.33
H  -0.79423  2.87152  -2.50220  0.40
H  -1.11178  4.16996  -0.49395  0.34
H  0.30358  4.68568  -1.41412  0.50
H  -1.62687  4.69652  1.71175  0.19
H  -0.61324  4.98138  3.10348  0.37
H  -0.83500  3.32598  2.57727  0.12
C  0.29427  -0.15250  -4.62458  0.44
O  -0.17146  -0.71286  -5.65039  -0.79
O  0.68005  1.07153  -4.56755  -0.80
O  0.38871  -0.83892  -3.46740  -0.65